# 1
Computed, not measured: C36H35N13PRuS5 as an isolated structure, with ωB97M-V/def2-TZVPD.

```
! RIJCOSX wB97M-V def2-TZVPD def2/J DEFGRID3
* xyz 2 6
Ru -0.801 0.224 0.939
C -1.767 2.764 2.574
H 3.169 -4.500 5.203
N 1.752 -2.493 4.112
N -2.133 2.093 1.499
C 2.963 2.933 -3.550
C -4.859 3.533 -0.579
C 2.400 0.799 -0.557
C 3.791 -0.405 -1.933
C -0.286 -1.997 3.438
C 5.628 -3.669 3.028
H -0.367 3.941 4.897
C -1.382 0.800 -2.383
C -0.705 2.312 3.449
H 5.526 -2.062 1.606
N 0.338 -2.711 -2.304
C 5.013 -2.601 2.392
C 3.797 0.623 -2.899
C -3.385 3.975 1.684
H 3.717 2.901 -4.331
N -0.940 1.342 -1.261
C -3.028 -1.065 -1.277
H -5.826 5.393 -0.115
H 4.334 -2.093 -3.119
H 1.832 2.623 -1.264
N -0.082 -1.505 -0.516
C 0.804 0.806 4.010
C -0.742 2.667 -1.513
H -2.388 4.571 3.472
H 4.378 0.528 -3.804
C -1.056 2.930 -2.818
C 1.234 -2.350 5.371
H -2.274 2.481 -5.131
H -3.767 1.695 -0.820
N -4.248 -1.653 -1.377
S 1.619 1.060 0.937
N -0.165 1.077 3.190
H 1.363 -2.413 0.765
N 0.914 -2.275 3.064
H -2.617 0.776 -4.815
S -1.617 -1.712 2.411
H -5.871 -1.860 0.008
C -4.882 -1.481 -0.182
N 3.103 -0.298 -0.804
H -4.897 -1.682 -3.379
H 6.620 -3.978 2.728
N -2.877 -0.528 -0.076
H 1.412 -0.086 3.964
N -2.488 3.896 2.733
H 0.602 -4.266 -3.667
C 0.322 -3.215 -3.667
C -3.154 2.825 0.912
C 3.088 -2.891 3.787
H -4.524 5.791 1.959
C 4.579 -1.650 -2.152
C -0.133 2.966 4.500
C -4.350 4.917 1.346
H -1.008 1.263 -5.360
P -1.835 -0.956 -2.649
C 3.738 -2.208 2.766
H 3.086 3.854 -2.979
H -1.046 3.848 -3.380
H 5.644 -1.411 -2.169
H -0.672 -3.115 -4.095
C 4.968 -4.344 4.044
N 2.377 1.801 -1.485
C -0.424 -1.717 -1.779
H 1.906 -3.920 -1.481
C -3.913 2.591 -0.235
H -5.772 -2.745 -2.269
H -5.463 3.374 -1.463
H -4.151 -0.446 1.633
C 1.194 -3.128 -1.325
H 1.978 2.962 -4.020
H 3.248 -1.371 2.282
C 3.693 -3.961 4.428
H -4.150 -3.186 -2.812
H 5.442 -5.181 4.537
C 0.925 -2.372 -0.219
C -1.861 1.553 -4.746
C 3.068 1.751 -2.649
N -1.462 1.744 -3.360
C -4.793 -2.354 -2.529
H 4.386 -2.358 -1.351
S -0.463 -1.967 5.201
S 2.032 -2.396 6.810
C -5.072 4.683 0.195
S 1.112 2.017 5.179
H 1.029 -2.665 -4.288
H -0.405 3.341 -0.741
C -4.022 -0.782 0.618
*
```

Output
HOMO-LUMO gap (spin up / spin down) (eV): 6.32 / 5.22
Molecular weight (g/mol): 942.1
HOMO (spin up / spin down) (eV): -11.5 / -11.5
Energy above the lowest of the compared OMol25 structures with the same formula, charge and spin (kcal/mol): 0.0
Largest force on an atom (eV/A): 1.31
Expectation value of S²: 8.77

These are the Mulliken partial charges, in e, on atoms 1 to 8: atom 1 (Ru): 1.638, atom 2 (C): 0.086, atom 3 (H): 0.468, atom 4 (N): 0.306, atom 5 (N): 0.817, atom 6 (C): -1.470, atom 7 (C): -1.277, atom 8 (C): -0.458

=====

# 2
Computed, not measured: a 2-piece molecular cluster, C36H35N2O4 overall, with ωB97M-V/def2-TZVPD.

```
! RIJCOSX wB97M-V def2-TZVPD def2/J DEFGRID3
* xyz 1 1
O 7.122 -5.889 3.418
C -2.576 -5.818 -1.398
H -1.485 5.601 -1.292
H -8.518 8.892 -1.662
C -2.845 3.055 -2.937
C -1.757 -4.778 -0.973
H 9.077 -5.833 3.882
H -7.164 5.568 -2.158
N 1.817 3.598 -0.859
H 0.217 0.475 0.284
C -5.749 7.254 -2.127
C 3.651 -4.057 1.970
H -8.001 7.593 -0.521
H 1.195 -1.658 -0.325
C -0.573 2.322 -2.130
H -5.402 3.869 -2.532
H 2.083 -5.226 0.285
O -6.643 8.267 -1.982
C 2.480 -3.445 1.352
H -1.200 1.964 1.554
H 0.311 2.201 -2.776
C -0.540 3.702 -1.542
H -2.745 -7.960 -1.742
C -0.405 -5.013 -0.597
H 8.662 -4.812 2.471
H -4.120 8.678 -2.080
H -1.945 1.253 -3.551
C -0.216 2.414 1.773
H -0.320 -8.369 -1.335
H -0.465 1.474 -1.371
H 4.754 -2.196 2.245
C -2.088 -7.132 -1.479
H 2.074 3.147 -1.739
C -1.816 2.167 -2.964
C 8.349 -5.131 3.477
H -0.333 3.403 2.221
H 5.072 -7.136 2.517
H -2.376 6.977 -2.280
C 1.387 -1.289 0.685
H 0.372 2.519 0.845
H -3.819 2.862 -3.393
H 2.933 -6.113 1.805
H 2.382 0.401 4.024
C 0.839 -0.060 1.012
H -8.446 7.181 -2.217
O 0.466 5.245 -0.030
C 0.110 -6.322 -0.832
H 8.263 -4.263 4.144
C -7.991 7.941 -1.567
C -6.111 5.879 -2.242
C 0.608 4.268 -0.762
C -4.381 7.623 -2.177
C -0.730 -7.365 -1.222
C 0.392 -3.977 0.028
C 2.119 -2.063 1.620
C -1.536 4.602 -1.727
C -3.748 5.286 -2.407
O 0.488 1.616 2.750
H -3.606 -5.607 -1.673
C 2.447 -1.432 2.856
C 5.838 -3.832 3.064
C 3.768 -5.469 2.090
C 1.661 -4.247 0.514
C -5.109 4.921 -2.435
H 2.574 3.997 -0.322
C -3.409 6.650 -2.296
H -2.125 -3.752 -0.903
H 3.025 -1.960 3.612
C 1.109 0.495 2.288
H -0.110 -3.023 0.186
H 1.173 -6.538 -0.703
H 6.600 -3.184 3.504
C 5.985 -5.246 3.040
C 4.750 -3.274 2.416
C 4.926 -6.055 2.555
C 2.041 -0.145 3.144
N -2.719 4.312 -2.367
*
```

Output
HOMO-LUMO gap (eV): 3.91
Molecular weight (g/mol): 559.7
HOMO (eV): -8.9
Energy above the lowest of the compared OMol25 structures with the same formula, charge and spin (kcal/mol): 29.8
Largest force on an atom (eV/A): 1.55

These are the Mulliken partial charges, in e, on atoms 1 to 8: atom 1 (O): -0.403, atom 2 (C): -0.551, atom 3 (H): 0.558, atom 4 (H): 0.249, atom 5 (C): -0.049, atom 6 (C): -0.449, atom 7 (H): 0.249, atom 8 (H): 0.185

=====

# 3
Computed, not measured: C36H35N2PS3Ta as an isolated structure, with ωB97M-V/def2-TZVPD.

```
! RIJCOSX wB97M-V def2-TZVPD def2/J DEFGRID3
* xyz 3 1
H -0.013 1.872 6.229
C 4.191 2.427 0.191
C -1.339 -2.986 -2.288
Ta -0.339 -0.369 0.212
H -4.744 -0.812 -0.558
C 4.268 -4.839 -0.370
C 0.498 2.230 -3.350
C -0.887 3.505 -1.847
C 5.334 2.202 0.941
S -2.822 -1.053 0.848
C -3.101 -0.694 -1.930
C 0.706 1.135 4.274
N -1.131 1.656 1.068
H -3.633 -0.979 -2.838
C 3.623 -2.563 -0.798
H 2.347 -3.670 2.165
C 0.517 1.167 -2.446
C 3.572 -4.827 0.831
P 2.106 -1.036 0.886
C 0.233 1.089 2.810
C -2.779 -2.751 1.502
H 4.636 -0.880 2.145
C -1.365 2.480 4.754
C 2.915 -2.558 0.408
C -0.818 2.459 -0.951
C -0.449 -0.949 4.696
H 4.807 -5.728 -0.670
H 4.080 3.348 -0.366
H -1.775 -4.627 1.316
H -1.998 3.000 5.460
H -0.178 -4.638 -1.492
C -1.934 -3.729 0.718
H 6.116 2.949 0.970
H -2.410 -4.035 -0.209
H 3.575 -5.701 1.469
C -0.264 1.857 5.174
C 1.818 -1.009 3.718
C 3.333 0.285 0.863
S -0.279 -3.073 0.305
C 3.186 1.470 0.149
S -1.364 -1.174 -2.124
H 2.831 -1.309 3.959
C 4.493 0.054 1.613
C 1.290 -1.051 2.488
H 1.043 2.149 -4.281
H -2.306 -3.408 -2.026
C 0.937 -0.373 4.757
H 2.296 1.656 -0.439
H -2.066 -1.024 3.359
H -3.949 -2.359 -0.815
H -3.074 0.397 -1.891
H -2.405 -2.656 2.515
H 4.855 -3.723 -2.110
H -0.254 4.189 -3.784
C -1.008 1.824 2.481
H -3.813 -3.096 1.558
C -3.774 -1.290 -0.701
C -1.775 2.474 3.344
H 1.375 -0.396 5.751
C -0.189 -3.548 -1.455
H -1.417 4.411 -1.581
C 2.885 -3.687 1.225
H -1.165 -3.199 -3.343
C 4.294 -3.711 -1.185
H 1.044 1.473 2.175
H 3.684 -1.668 -1.409
H -2.687 2.970 3.040
H 0.784 -3.196 -1.803
H 1.667 1.651 4.330
H 1.065 0.273 -2.724
C 5.486 1.015 1.652
C -0.091 -0.398 2.395
C -0.137 1.248 -1.210
H -0.981 -1.220 5.598
C -1.003 -0.907 3.491
H 6.385 0.835 2.225
C -0.224 3.378 -3.068
N -1.261 2.673 0.369
*
```

Output
HOMO-LUMO gap (eV): 5.36
Molecular weight (g/mol): 803.8
HOMO (eV): -15.9
Energy above the lowest of the compared OMol25 structures with the same formula, charge and spin (kcal/mol): 71.0
Largest force on an atom (eV/A): 0.60

These are the Mulliken partial charges, in e, on atoms 1 to 8: atom 1 (H): 0.489, atom 2 (C): -0.826, atom 3 (C): -0.879, atom 4 (Ta): -0.676, atom 5 (H): 0.606, atom 6 (C): -0.597, atom 7 (C): -0.962, atom 8 (C): -0.411